No. 1
Density functional theory data (ωB97M-V/def2-TZVPD) for 2 unconnected molecules or ions with the total composition C27H30NO3P.

Values from the calculation:
- energy relative to the best compared isomer or geometry (same formula, charge and spin) (kJ/mol) = 0.0
- HOMO-LUMO gap (eV) = 5.38
- LUMO level (eV) = -1.42

```
! wB97M-V def2-TZVPD RIJCOSX def2/J DEFGRID3
* xyz 0 1
C 3.97 0.68 3.04
N 3.02 1.29 2.11
C 3.57 2.14 1.05
C 1.72 1.06 2.20
C 0.75 1.60 1.34
C -0.59 1.24 1.39
C -1.50 1.55 0.31
C -2.53 0.66 -0.08
C -3.40 0.98 -1.12
C -3.29 2.21 -1.77
C -2.27 3.10 -1.42
C -1.36 2.76 -0.42
H 4.98 0.98 2.76
H 3.76 1.03 4.07
H 3.89 -0.41 3.03
H 4.66 2.16 1.17
H 3.33 1.75 0.05
H 3.18 3.16 1.13
H 1.41 0.36 2.99
H 1.10 2.27 0.54
H -0.92 0.52 2.13
H -2.62 -0.30 0.44
H -4.18 0.27 -1.41
H -4.01 2.48 -2.55
H -2.18 4.06 -1.92
H -0.54 3.43 -0.16
C 2.55 3.68 5.43
C 1.19 3.12 5.78
O 0.43 3.05 4.56
C -0.81 2.50 4.74
C -1.63 2.69 3.58
P -3.34 2.36 3.76
C -4.04 2.93 5.36
C -3.54 4.03 6.07
C -4.13 4.41 7.29
C -5.19 3.68 7.81
C -5.70 2.59 7.11
C -5.12 2.21 5.89
C -4.25 3.44 2.58
C -4.33 4.83 2.72
C -5.03 5.59 1.79
C -5.65 4.98 0.69
C -5.58 3.59 0.56
C -4.91 2.82 1.50
O -3.68 0.92 3.50
O -1.13 1.94 5.80
H 3.15 3.77 6.34
H 3.08 3.04 4.73
H 2.46 4.68 4.99
H 1.29 2.12 6.23
H 0.68 3.79 6.49
H -1.25 3.33 2.79
H -2.69 4.59 5.69
H -3.73 5.28 7.82
H -5.62 3.96 8.78
H -6.54 2.02 7.50
H -5.50 1.34 5.35
H -3.85 5.31 3.57
H -5.10 6.67 1.92
H -6.17 5.58 -0.05
H -6.06 3.10 -0.29
H -4.87 1.74 1.41
*
```

natural (NBO) atomic charge list, values in e, 2 entries: atom 1 (C): -0.410, atom 2 (N): -0.343


No. 2
Density functional theory data (ωB97M-V/def2-TZVPD) for 13 unconnected molecules or ions with the total composition C55H70N8O5.

Values from the calculation:
- energy relative to the best compared isomer or geometry (same formula, charge and spin) (kJ/mol) = 228.2
- HOMO-LUMO gap (eV) = 9.52
- LUMO level (eV) = 0.39

```
! wB97M-V def2-TZVPD RIJCOSX def2/J DEFGRID3
* xyz 0 1
N -12.21 -23.19 -4.28
C -11.58 -23.05 -3.06
C -10.30 -22.50 -2.94
C -9.67 -21.99 -4.08
C -10.37 -22.08 -5.28
C -11.64 -22.69 -5.39
H -12.14 -23.42 -2.21
H -9.79 -22.41 -1.99
H -8.69 -21.54 -4.08
H -9.93 -21.69 -6.18
H -12.20 -22.72 -6.32
N -15.77 -22.78 -1.38
C -15.12 -22.44 -2.55
C -15.54 -22.91 -3.79
C -16.62 -23.80 -3.83
C -17.32 -24.18 -2.67
C -16.85 -23.62 -1.46
H -14.29 -21.75 -2.50
H -14.95 -22.63 -4.64
H -16.89 -24.22 -4.79
H -18.14 -24.89 -2.68
H -17.31 -23.98 -0.55
N -9.61 -19.06 3.98
C -8.38 -18.88 4.52
C -8.07 -19.19 5.88
C -9.10 -19.57 6.75
C -10.35 -19.81 6.20
C -10.59 -19.46 4.87
H -7.62 -18.43 3.91
H -7.08 -19.04 6.27
H -8.81 -19.76 7.77
H -11.19 -20.01 6.85
H -11.60 -19.54 4.50
N -7.32 -16.85 0.93
C -7.87 -18.00 0.54
C -7.39 -18.67 -0.54
C -6.20 -18.23 -1.19
C -5.65 -17.01 -0.78
C -6.19 -16.35 0.32
H -8.71 -18.36 1.10
H -7.89 -19.54 -0.92
H -5.82 -18.82 -2.01
H -4.81 -16.62 -1.34
H -5.88 -15.37 0.65
N -16.13 -18.37 -0.48
C -15.61 -17.14 -0.24
C -14.61 -16.53 -0.99
C -14.09 -17.28 -2.04
C -14.58 -18.56 -2.26
C -15.59 -19.12 -1.44
H -15.95 -16.54 0.59
H -14.14 -15.62 -0.66
H -13.28 -16.91 -2.65
H -14.12 -19.06 -3.10
H -16.02 -20.11 -1.50
N -13.32 -27.08 0.07
C -13.43 -25.69 0.07
C -14.34 -24.99 0.91
C -15.17 -25.74 1.76
C -15.07 -27.15 1.68
C -14.13 -27.84 0.84
H -12.79 -25.18 -0.63
H -14.37 -23.91 0.85
H -15.72 -25.28 2.56
H -15.70 -27.75 2.31
H -14.07 -28.91 0.80
N -11.04 -12.92 1.37
C -10.17 -13.68 2.14
C -9.79 -14.97 1.78
C -10.37 -15.52 0.64
C -11.21 -14.80 -0.19
C -11.53 -13.52 0.25
H -9.75 -13.25 3.04
H -9.05 -15.52 2.36
H -10.09 -16.51 0.31
H -11.57 -15.18 -1.13
H -12.20 -12.87 -0.30
N -8.95 -17.90 -4.96
C -8.04 -16.89 -4.78
C -8.13 -16.00 -3.74
C -9.13 -16.24 -2.75
C -9.94 -17.36 -2.91
C -9.92 -18.10 -4.08
H -7.32 -16.80 -5.59
H -7.38 -15.24 -3.66
H -9.17 -15.68 -1.82
H -10.62 -17.45 -2.08
H -10.54 -18.96 -4.31
C -13.80 -23.18 3.60
C -13.90 -21.85 4.35
O -13.86 -20.79 3.68
C -13.94 -21.80 5.89
H -13.45 -22.98 2.58
H -14.68 -23.81 3.70
H -13.02 -23.87 3.91
H -13.01 -22.18 6.31
H -14.79 -22.41 6.19
H -14.17 -20.78 6.19
C -14.91 -17.12 3.83
C -14.17 -15.81 3.96
O -14.77 -14.78 3.74
C -12.68 -15.86 4.23
H -15.71 -17.15 3.10
H -15.48 -17.22 4.76
H -14.31 -18.03 3.86
H -12.45 -16.46 5.11
H -12.23 -14.87 4.30
H -12.16 -16.24 3.35
C -12.00 -19.09 1.32
C -12.06 -20.02 0.08
O -11.31 -19.87 -0.88
C -12.97 -21.27 0.13
H -13.04 -18.92 1.58
H -11.47 -18.14 1.23
H -11.39 -19.63 2.06
H -14.01 -20.94 0.21
H -12.72 -21.85 1.01
H -12.79 -21.87 -0.76
C -19.42 -22.11 2.09
C -17.95 -22.16 2.48
O -17.42 -23.17 2.98
C -17.14 -20.87 2.28
H -19.46 -21.71 1.08
H -19.95 -21.56 2.86
H -19.84 -23.12 2.06
H -16.11 -21.21 2.33
H -17.32 -20.22 3.13
H -17.45 -20.43 1.33
C -8.98 -22.73 3.66
C -9.29 -22.76 2.16
O -10.12 -23.50 1.59
C -8.56 -21.75 1.32
H -9.92 -23.02 4.12
H -8.79 -21.74 4.05
H -8.10 -23.33 3.90
H -9.17 -21.46 0.47
H -7.53 -22.05 1.09
H -8.48 -20.86 1.95
*
```

Löwdin atomic charge list, values in e, 2 entries: atom 1 (N): 0.049, atom 2 (C): -0.122


No. 3
Density functional theory data (ωB97M-V/def2-TZVPD) for a molecular structure, C24H61F3N5O7Ti2.

Values from the calculation:
- HOMO-LUMO gap (spin up / spin down) (eV) = 5.42 / 7.39
- LUMO level (spin up / spin down) (eV) = -3.44 / -3.44

```
! wB97M-V def2-TZVPD RIJCOSX def2/J DEFGRID3
* xyz 1 7
Ti 4.41 14.59 21.65
Ti 4.95 17.21 18.43
C 6.71 16.29 21.21
O 6.62 15.06 21.97
O 5.52 16.47 20.58
C 7.27 17.50 21.95
F 6.63 17.79 23.11
F 8.60 17.38 22.25
F 7.14 18.60 21.17
C 7.83 14.31 22.08
C 7.97 13.28 20.97
H 6.99 12.87 20.69
H 8.37 13.74 20.07
H 8.52 12.38 21.23
H 7.75 13.80 23.04
H 8.70 14.96 22.25
H 7.47 16.10 20.44
C 4.02 20.20 22.66
C 3.54 18.84 23.06
C 2.32 18.96 23.97
O 1.90 17.70 24.46
C 0.75 17.82 25.26
N 3.14 18.09 21.85
H 3.38 21.08 22.67
H 4.58 20.28 21.73
H 4.74 20.47 23.46
H 4.33 18.29 23.59
H 1.54 19.47 23.39
H 2.57 19.61 24.82
H 0.97 18.15 26.28
H 0.31 16.83 25.34
H -0.04 18.47 24.87
H 4.04 17.79 21.48
H 2.59 17.25 22.01
C 8.25 13.17 17.09
C 7.81 12.10 16.10
C 8.91 11.22 15.52
O 9.68 10.64 16.57
C 10.97 10.26 16.18
N 6.73 11.33 16.77
H 9.12 13.72 16.73
H 8.54 12.64 18.01
H 7.42 13.80 17.40
H 7.29 12.61 15.28
H 9.58 11.80 14.88
H 8.44 10.40 14.97
H 10.90 9.56 15.35
H 11.47 9.83 17.05
H 11.58 11.13 15.90
H 7.20 10.63 17.35
H 6.29 10.68 16.12
C 3.55 15.09 26.36
C 4.37 15.60 25.20
C 5.87 15.21 25.27
O 6.57 15.75 26.36
C 6.82 17.13 26.26
N 3.79 15.09 23.93
H 3.81 14.06 26.60
H 2.49 15.03 26.08
H 3.63 15.69 27.27
H 4.40 16.69 25.25
H 6.34 15.53 24.33
H 6.02 14.13 25.30
H 7.42 17.47 27.11
H 5.88 17.69 26.25
H 7.42 17.33 25.36
H 3.41 14.16 24.14
H 3.00 15.71 23.76
C 8.31 9.52 19.57
C 7.54 8.32 19.06
C 6.24 8.20 19.81
O 5.49 7.12 19.32
C 4.29 6.91 20.00
N 7.31 8.44 17.61
H 8.47 9.48 20.65
H 7.75 10.43 19.33
H 9.34 9.62 19.23
H 8.16 7.44 19.25
H 5.70 9.15 19.72
H 6.43 8.07 20.88
H 3.70 6.20 19.41
H 3.75 7.85 20.15
H 4.39 6.45 21.00
H 6.93 7.61 17.17
H 8.24 8.51 17.20
C 8.37 22.06 24.43
C 8.41 20.95 23.38
C 8.82 21.49 22.01
O 7.88 22.50 21.70
C 8.07 23.04 20.41
N 9.28 19.86 23.80
H 8.46 21.68 25.45
H 7.45 22.64 24.37
H 9.26 22.67 24.27
H 7.39 20.59 23.20
H 8.68 20.66 21.31
H 9.84 21.89 22.08
H 7.23 23.61 20.02
H 8.36 22.31 19.64
H 8.92 23.72 20.49
H 9.09 19.52 24.73
H 9.20 19.10 23.14
*
```

Löwdin atomic charge list, values in e, 2 entries: atom 1 (Ti): 0.767, atom 2 (Ti): 0.900


No. 4
Density functional theory data (ωB97M-V/def2-TZVPD) for C5H13N in the gas phase.

Values from the calculation:
- energy relative to the best compared isomer or geometry (same formula, charge and spin) (kJ/mol) = 202.3
- HOMO-LUMO gap (eV) = 9.55
- LUMO level (eV) = 1.13
- SMILES = CCNC(C)C

```
! wB97M-V def2-TZVPD RIJCOSX def2/J DEFGRID3
* xyz 0 1
C -2.69 -0.64 0.00
C -1.23 -0.94 0.30
N -0.45 0.26 0.19
C 1.05 0.06 0.04
C 1.55 0.37 -1.37
C 1.69 1.05 1.15
H -2.71 -0.56 -1.16
H -3.20 -1.47 0.34
H -3.06 0.23 0.47
H -0.98 -2.01 -0.15
H -1.13 -1.28 1.34
H -0.89 0.93 -0.38
H 1.47 -1.02 0.35
H 2.70 0.07 -1.53
H 1.44 1.41 -1.54
H 1.09 -0.19 -2.23
H 0.85 1.79 1.21
H 2.63 1.55 0.91
H 1.87 0.38 2.05
*
```

natural (NBO) atomic charge list, values in e, 2 entries: atom 1 (C): -0.610, atom 2 (C): -0.196


E_tot values, unit eV, following the record order: -45405.858, -80324.887, -102029.738, -6884.100.